Formula: C13H13F3N5PdS2
Source: the Open Molecules 2025 dataset
Level of theory: ωB97M-V/def2-TZVPD

The value obtained for the energy above the lowest of the compared OMol25 structures with the same formula, charge and spin is 4.9 kJ/mol. The value obtained for the HOMO-LUMO gap is 0.19246 Ha. As for the net charge: -1. The total energy is -2000.91237 hartree.

Structure (XYZ):
```
37
C13H13F3N5PdS2 (ωB97M-V/def2-TZVPD)
Pd -0.5447 0.7786 0.2847
N 0.0939 -3.5317 -2.0623
C -1.2183 -3.9352 -1.9393
C -1.8796 -5.1114 -2.2674
C -3.2334 -5.1620 -1.9846
C -3.9038 -4.0809 -1.3960
C -3.2406 -2.9122 -1.0730
C -1.8781 -2.8429 -1.3518
N -0.9882 -1.8133 -1.1294
C 0.1597 -2.2544 -1.5458
C 1.3932 -1.4893 -1.4416
C 2.6184 -1.8221 -1.9497
S 3.7576 -0.6090 -1.5385
C 2.5178 0.2615 -0.7383
N 1.3552 -0.2993 -0.7612
H 0.8630 -4.0894 -2.3837
H -1.3698 -5.9529 -2.7191
H -3.7905 -6.0599 -2.2206
H -4.9625 -4.1701 -1.1896
H -3.7393 -2.0715 -0.6107
H 2.8943 -2.6857 -2.5295
H 2.6866 1.2061 -0.2439
C -3.8134 1.0831 1.6834
N -3.3417 1.6460 0.4247
C -2.0018 2.1561 0.4166
N -1.8367 3.1693 1.4304
S -1.3338 2.4112 -1.1849
H -4.7777 0.6025 1.5063
H -3.9789 1.8871 2.4038
H -3.1237 0.3553 2.1246
H -3.3936 0.9545 -0.3120
H -1.7508 2.6930 2.3262
H -0.9291 3.5901 1.2659
F -1.0495 0.6326 3.2705
C -0.1770 0.1854 2.2714
F -0.1170 -1.1833 2.5271
F 1.0559 0.6265 2.7575
```

---

Formula: C13H13HgIN5S
Source: the Open Molecules 2025 dataset
Level of theory: ωB97M-V/def2-TZVPD

The value obtained for the energy above the lowest of the compared OMol25 structures with the same formula, charge and spin is 153.4 kJ/mol. The value obtained for the HOMO-LUMO gap (alpha / beta) is 0.26801 / 0.18097 Ha. The spin multiplicity is 2. The total energy is -1626.15117 hartree.

Structure (XYZ):
```
34
C13H13HgIN5S (ωB97M-V/def2-TZVPD)
Hg -1.8920 -0.0126 0.7167
C 1.3597 0.5373 -2.7643
C 0.1730 0.6583 -1.8574
N -0.5297 -0.4239 -1.5838
N -0.1814 -1.5550 -2.0706
C -0.9522 -2.6515 -1.8172
N -0.5099 -3.7135 -2.5237
S -2.2538 -2.7002 -0.7607
C -0.3694 1.9030 -1.5680
C 0.4358 3.0914 -1.5710
C -0.1568 4.3453 -1.3266
C -1.4664 4.4274 -1.1267
C -2.0952 3.2136 -0.8670
N -1.6274 1.9938 -1.0780
H 2.2317 0.9217 -2.2301
H 1.2380 1.0534 -3.7790
H 1.5359 -0.5230 -3.0211
H 0.1535 -3.5129 -3.2808
H -0.9164 -4.6298 -2.4303
H 1.4576 2.8109 -1.5513
H 0.3714 5.2834 -1.2966
H -2.0947 5.3509 -1.1218
H -3.0926 3.1828 -0.3944
I 2.5087 0.8986 2.0777
C 1.4286 -0.6678 3.0549
C 1.4257 -1.9691 2.4584
C 0.6682 -2.9851 3.1279
C 0.1719 -2.5713 4.4038
C 0.1759 -1.2117 4.8374
N 0.8165 -0.3062 4.1402
H 2.1219 -2.1531 1.6731
H 0.5521 -3.9775 2.6543
H -0.3005 -3.2081 5.1402
H -0.3876 -0.8994 5.7358
```

---

Formula: C13H13INO8P
Source: the Open Molecules 2025 dataset
Level of theory: ωB97M-V/def2-TZVPD

The value obtained for the HOMO-LUMO gap is 0.32625 Ha. The total energy is -1799.03556 hartree. As for the SMILES: O=C1NC(=O)c2c(I)cc(CP(=O)(O)O)cc21.C[C@@H]1COC(=O)O1.

Structure (XYZ):
```
37
C13H13INO8P (ωB97M-V/def2-TZVPD)
O 0.0971 -1.8573 1.6425
C 0.7836 -1.8133 0.6535
N 1.3605 -2.9143 -0.0426
C 1.7782 -2.4885 -1.3360
O 2.0214 -3.1928 -2.2837
C 1.8536 -0.9690 -1.2850
C 2.3927 -0.0709 -2.1446
I 3.3622 -0.6813 -3.9071
C 2.3161 1.2533 -1.8278
C 1.7070 1.6164 -0.6571
C 1.6756 3.0993 -0.3193
P 3.3340 3.4989 0.3972
O 4.1843 2.3016 0.3915
O 3.1773 3.9778 1.9076
O 4.0636 4.6244 -0.5091
C 1.1692 0.7172 0.2078
C 1.2488 -0.5999 -0.1142
H 2.1487 -3.3428 0.4303
H 2.7391 2.0135 -2.4649
H 0.8969 3.2177 0.4316
H 1.4772 3.6977 -1.2057
H 3.8835 3.5341 2.3957
H 3.6254 4.6007 -1.3682
H 0.6962 1.0533 1.1205
C -4.4309 -3.1519 0.1546
C -3.7381 -2.0500 0.9164
C -4.6594 -1.0088 1.5021
O -3.8072 0.1428 1.5597
C -2.8791 0.0022 0.5804
O -2.1267 0.8522 0.2354
O -2.9247 -1.2440 0.0477
H -4.9972 -3.7916 0.8313
H -5.1110 -2.7418 -0.5937
H -3.7019 -3.7624 -0.3777
H -3.0841 -2.4765 1.6825
H -5.0234 -1.2690 2.4933
H -5.5091 -0.7773 0.8551
```

---

Formula: C13H13N2O7P
Source: the Open Molecules 2025 dataset
Level of theory: ωB97M-V/def2-TZVPD

The value obtained for the energy above the lowest of the compared OMol25 structures with the same formula, charge and spin is 65.2 kJ/mol. The value obtained for the HOMO-LUMO gap is 0.31283 Ha. The total energy is -1480.82579 hartree. As for the SMILES: O=COCCc1ccc2ncc(P(=O)(O)O)nc2c1CC(=O)O.

Structure (XYZ):
```
36
C13H13N2O7P (ωB97M-V/def2-TZVPD)
O 1.7849 4.3411 -3.5771
C 0.8375 3.6849 -3.8323
O 0.9000 2.4145 -4.2887
C 1.1682 1.4455 -3.2596
C -0.1182 0.7694 -2.7299
C -0.1302 0.7801 -1.2231
C -0.1169 2.0446 -0.5728
C -0.1233 2.1592 0.7888
C -0.1127 1.0096 1.6069
N -0.0900 1.1602 2.9571
C -0.0565 0.0419 3.6330
C -0.0608 -1.2261 3.0276
P -0.0576 -2.7585 4.0092
O -1.3044 -3.4955 3.9047
O 0.3331 -2.3402 5.5014
O 1.1652 -3.6102 3.4270
N -0.1014 -1.3879 1.7290
C -0.1235 -0.2543 0.9862
C -0.1536 -0.3604 -0.4429
C -0.2161 -1.7415 -1.0533
C -1.5777 -1.9681 -1.6406
O -1.7643 -2.2218 -2.7886
O -2.5966 -1.9007 -0.7406
H -0.1724 4.1010 -3.7603
H 1.7069 1.9373 -2.4550
H 1.8360 0.6896 -3.6510
H -0.1173 -0.2467 -3.0871
H -0.9835 1.2923 -3.1232
H -0.1129 2.9317 -1.1887
H -0.1307 3.1367 1.2407
H -0.0510 0.1053 4.7114
H 1.2160 -1.9463 5.5158
H 1.9789 -3.0954 3.3578
H 0.5380 -1.8948 -1.8122
H -0.0813 -2.4968 -0.2849
H -3.1119 -1.0997 -0.8849
```

---

Formula: C13H13O2
Source: the Open Molecules 2025 dataset
Level of theory: ωB97M-V/def2-TZVPD

The value obtained for the HOMO-LUMO gap is 0.19369 Ha. As for the net charge: -1. The total energy is -653.64649 hartree.

Structure (XYZ):
```
28
C13H13O2 (ωB97M-V/def2-TZVPD)
C 2.5234 -0.2502 1.3915
O 1.2766 -0.9241 1.4500
C 0.2057 -0.0901 1.3362
C -1.0664 -0.8462 1.4276
C -2.2300 -0.1962 1.3276
O 0.3095 1.1190 1.1806
H 3.2682 -1.0421 1.4521
H 2.6226 0.3052 0.4513
H 2.6281 0.4422 2.2357
H -0.9253 -1.9171 1.5832
H -3.1549 -0.7591 1.2956
H -2.2325 0.8692 1.1063
C -3.6512 0.5809 3.4838
C -3.9038 -0.5813 4.2695
C -5.3100 -0.7074 4.4444
C -5.9591 0.3923 3.7931
C -4.9071 1.2236 3.2102
C -5.2364 2.4009 2.5344
C -6.5838 2.7560 2.4094
C -7.6017 1.9421 2.9388
C -7.2988 0.7681 3.6374
H -2.6889 1.0296 3.2466
H -3.1433 -1.2610 4.6489
H -5.8426 -1.4833 4.9924
H -4.4256 3.0112 2.1299
H -6.8478 3.6754 1.8903
H -8.6417 2.2308 2.8003
H -8.0819 0.1303 4.0546
```

---

Formula: C13H13OP
Source: the Open Molecules 2025 dataset
Level of theory: ωB97M-V/def2-TZVPD

The value obtained for the energy above the lowest of the compared OMol25 structures with the same formula, charge and spin is 309.8 kJ/mol. The value obtained for the HOMO-LUMO gap (alpha / beta) is 0.30922 / 0.30924 Ha. The total energy is -919.59466 hartree.

Structure (XYZ):
```
28
C13H13OP (ωB97M-V/def2-TZVPD)
C -3.1909 1.4809 -0.2228
C 3.2885 1.6053 -0.0543
C -2.7543 0.8986 -1.3805
C -2.7257 1.0234 0.9935
C 3.2532 0.6800 -1.0466
C 2.4235 1.4825 1.0508
C -1.7710 -0.0942 -1.3641
C -1.8162 -0.0364 1.0386
C 2.3977 -0.4877 -0.9912
C 1.4997 0.4332 1.0117
C -1.3017 -0.5947 -0.1081
C 1.5203 -0.5123 0.0124
C -0.3660 -1.7376 -0.2377
O -0.3421 -2.2858 -1.4918
P 0.2539 -2.7605 1.1942
H -3.8538 2.3088 -0.2483
H 3.6788 2.6530 -0.2053
H -3.0466 1.2557 -2.2639
H -2.8464 1.5142 1.9051
H 3.9644 0.7254 -1.9408
H 2.4650 2.0509 1.9580
H -1.2083 -0.2367 -2.2923
H -1.5476 -0.2955 2.1086
H 2.3677 -1.1985 -1.7314
H 0.7280 0.2951 1.8771
H -0.2298 -3.1719 -1.6380
H -0.9408 -3.2480 1.8973
H 0.1004 -1.7472 2.1699
```

---

Formula: C13H14BCl5I2O2Y
Source: the Open Molecules 2025 dataset
Level of theory: ωB97M-V/def2-TZVPD

The value obtained for the energy above the lowest of the compared OMol25 structures with the same formula, charge and spin is 36.4 kJ/mol. The value obtained for the HOMO-LUMO gap is 0.27589 Ha. As for the net charge: +1. The total energy is -3613.58344 hartree.

Structure (XYZ):
```
38
C13H14BCl5I2O2Y (ωB97M-V/def2-TZVPD)
Y -0.4905 0.1964 0.3484
Cl -3.1754 -0.8058 1.8367
C -1.8208 -1.5032 2.6715
C -0.6125 -1.2378 2.0534
C 0.5537 -1.5632 2.7232
Cl 1.9805 -0.9739 1.9407
C 0.5460 -2.2191 3.9508
Cl 2.0097 -2.5759 4.7639
C -0.6966 -2.5430 4.5168
Cl -0.7437 -3.3265 6.0357
C -1.8974 -2.1766 3.8858
Cl -3.4050 -2.5115 4.6181
I 1.1046 1.0246 -2.7099
C -0.7862 1.7549 -3.4800
I -2.5230 1.0307 -2.4183
H -0.8600 1.4215 -4.5114
H -0.7780 2.8402 -3.4126
C 0.9103 4.2762 3.8295
C 0.5617 4.0229 2.3711
C 1.5211 4.8079 1.4743
O 0.7599 2.6174 2.0325
B -0.2015 2.2456 1.1528
O -1.1569 3.2034 0.9880
C -0.9430 4.2298 2.0032
C -1.2993 5.5991 1.4491
C -1.8869 3.8560 3.1478
H 1.9761 4.1228 3.9767
H 0.3748 3.6145 4.4992
H 0.6727 5.3052 4.0876
H 2.5325 4.4509 1.6521
H 1.4785 5.8690 1.6991
H 1.2909 4.6463 0.4239
H -0.7315 5.8353 0.5561
H -1.1045 6.3616 2.1976
H -2.3574 5.6207 1.2002
H -1.6166 2.8842 3.5611
H -2.8993 3.7799 2.7565
H -1.8645 4.6077 3.9295
```